(w)
This record from the Open Molecules 2025 dataset describes a single C19H18N2O3 molecule. The level of theory is ωB97M-V/def2-TZVPD.

Last column: Mulliken charge in e.
Positions of all 42 atoms, in Å:
1 O 0.55 -2.07 1.14  -0.5930
2 C 1.37 -1.60 0.39  0.3663
3 C 2.86 -1.89 0.47  -0.9929
4 C 3.70 -0.67 0.19  0.2843
5 C 3.71 0.38 1.11  0.0047
6 C 4.44 1.52 0.86  -0.7409
7 C 5.17 1.63 -0.31  -0.3811
8 C 5.17 0.60 -1.23  -0.6130
9 C 4.43 -0.55 -0.98  -0.2065
10 N 1.06 -0.79 -0.66  -0.3684
11 N -0.23 -0.35 -0.91  0.2798
12 C -1.24 -1.21 -1.34  -0.0812
13 O -1.08 -2.36 -1.60  -0.6141
14 C -2.49 -0.37 -1.45  0.1131
15 C -2.07 1.07 -1.11  0.2374
16 C -0.61 0.97 -0.72  -0.2259
17 O 0.13 1.84 -0.35  -0.6386
18 C -2.97 1.43 0.11  -0.1807
19 C -4.38 1.43 -0.42  -0.9043
20 C -4.72 0.18 -0.68  -0.9784
21 C -3.54 -0.70 -0.34  -0.0592
22 C -2.97 0.09 0.83  -0.0313
23 C -3.36 -0.11 2.26  -0.2957
24 C -1.95 -0.37 1.81  -0.6927
25 H 3.06 -2.29 1.47  0.3566
26 H 3.08 -2.68 -0.26  0.3427
27 H 3.13 0.29 2.02  0.4185
28 H 4.44 2.33 1.57  0.3796
29 H 5.74 2.53 -0.51  0.3873
30 H 5.74 0.68 -2.14  0.3858
31 H 4.43 -1.36 -1.70  0.3563
32 H 1.80 -0.31 -1.17  0.3571
33 H -2.93 -0.50 -2.44  0.5673
34 H -2.19 1.79 -1.92  0.4925
35 H -2.64 2.31 0.65  0.6655
36 H -4.96 2.33 -0.58  0.4596
37 H -5.64 -0.19 -1.10  0.4528
38 H -3.72 -1.76 -0.21  0.6941
39 H -3.56 0.77 2.86  0.2776
40 H -3.99 -0.95 2.51  0.2654
41 H -1.19 0.33 2.11  0.2126
42 H -1.60 -1.39 1.77  0.2410

Orbital gap ... 10.1 eV
Charge ... 0
Spin multiplicity ... 1

=====

(x)
This record from the Open Molecules 2025 dataset describes a single C19H18N2O3 molecule. The level of theory is ωB97M-V/def2-TZVPD.

Last column: Mulliken charge in e.
Positions of all 42 atoms, in Å:
1 C -3.06 -1.61 1.85  -1.6241
2 C -2.30 -0.66 0.93  0.2317
3 O -1.63 -1.48 -0.04  -0.3527
4 C -0.62 -0.92 -0.70  0.6048
5 O -0.29 0.23 -0.60  -0.5889
6 C 0.10 -1.94 -1.55  -0.7481
7 C 1.23 -2.56 -0.72  -0.9389
8 C 2.12 -1.47 -0.21  0.7147
9 N 3.11 -1.08 -0.93  -0.6248
10 C 3.86 -0.01 -0.53  0.4437
11 C 4.94 0.41 -1.31  -0.4567
12 C 5.69 1.50 -0.93  -0.5740
13 C 5.37 2.20 0.24  -0.5643
14 C 4.31 1.80 1.03  -0.7005
15 C 3.55 0.69 0.66  0.4960
16 N 2.51 0.24 1.41  0.0553
17 C 1.74 -0.85 1.08  0.2173
18 O 0.85 -1.25 1.81  -0.7078
19 C -3.23 0.32 0.27  0.4369
20 C -3.97 -0.05 -0.84  -0.1413
21 C -4.84 0.84 -1.44  -0.7803
22 C -4.98 2.12 -0.92  -0.3533
23 C -4.25 2.50 0.19  -0.6459
24 C -3.38 1.61 0.78  -0.3441
25 H -3.57 -1.04 2.62  0.3775
26 H -2.36 -2.29 2.32  0.4239
27 H -3.79 -2.18 1.28  0.3725
28 H -1.53 -0.12 1.49  0.4554
29 H -0.60 -2.72 -1.86  0.3142
30 H 0.52 -1.44 -2.42  0.4364
31 H 1.81 -3.24 -1.34  0.4329
32 H 0.80 -3.10 0.13  0.3554
33 H 5.16 -0.14 -2.21  0.4475
34 H 6.52 1.83 -1.53  0.3787
35 H 5.96 3.06 0.52  0.3883
36 H 4.06 2.34 1.93  0.3684
37 H 2.26 0.73 2.26  0.2351
38 H -3.85 -1.05 -1.25  0.4337
39 H -5.40 0.54 -2.31  0.3798
40 H -5.66 2.82 -1.39  0.3824
41 H -4.36 3.49 0.59  0.3858
42 H -2.80 1.91 1.64  0.3775

Orbital gap ... 8.6 eV
Charge ... 0
Spin multiplicity ... 1

=====

Referenced to the most stable arrangement, the calculated values in kcal/mol are (w) 48.8; (x) 0.0.

=====

(w)
This record from the Open Molecules 2025 dataset describes an isolated ion of composition C5H7N2S and charge +1. The level of theory is ωB97M-V/def2-TZVPD.

Last column: Mulliken charge in e.
Positions of all 15 atoms, in Å:
1 C -0.78 1.40 2.03  -0.6297
2 C -0.03 2.24 1.26  -0.2263
3 C -0.67 0.06 1.62  0.3581
4 C 0.33 -1.27 -0.06  -0.5247
5 C 0.24 -1.29 -1.65  -0.3460
6 N 0.17 0.00 0.59  0.1487
7 N -0.09 -0.04 -2.09  -0.4901
8 S 0.95 1.38 0.13  0.2000
9 H -1.28 1.75 2.87  0.4302
10 H 0.06 3.25 1.49  0.4492
11 H -0.32 -1.95 0.57  0.3676
12 H 1.28 -1.79 0.23  0.3349
13 H 1.15 -1.73 -2.10  0.3276
14 H -0.54 -2.04 -1.92  0.3494
15 H -0.50 0.03 -2.99  0.2511

Orbital gap (spin up / spin down) ... 9.0 / 7.1 eV
Charge ... +1
Spin multiplicity ... 1

=====

(x)
This record from the Open Molecules 2025 dataset describes an isolated ion of composition C5H7N2S and charge +1. The level of theory is ωB97M-V/def2-TZVPD.

Last column: Mulliken charge in e.
Positions of all 15 atoms, in Å:
1 S -0.90 -2.90 0.21  0.0111
2 N 0.50 -1.96 -0.30  -0.2323
3 C 0.39 -0.48 0.03  0.6305
4 C -0.86 0.20 -0.46  -0.3137
5 C -1.06 1.69 -0.18  -0.4084
6 C 0.15 2.28 0.55  -0.3242
7 C 1.29 1.38 0.94  -0.1350
8 N 1.50 -0.01 0.75  -0.4481
9 H -1.64 -3.02 -0.98  0.2265
10 H 0.51 -1.99 -1.35  0.4468
11 H 1.40 -2.36 0.00  0.3873
12 H -1.65 -0.38 -1.02  0.1154
13 H -1.97 2.29 -0.49  0.3834
14 H 0.18 3.38 0.81  0.3209
15 H 2.16 1.89 1.50  0.3398

Orbital gap ... 9.4 eV
Charge ... +1
Spin multiplicity ... 1

=====

(y)
This record from the Open Molecules 2025 dataset describes an isolated ion of composition C5H7N2S and charge +1. The level of theory is ωB97M-V/def2-TZVPD.

Last column: Mulliken charge in e.
Positions of all 15 atoms, in Å:
1 C 1.86 -1.34 -0.38  -0.8439
2 N 0.83 -0.29 -0.16  0.1551
3 C 0.98 1.09 -0.03  -0.4342
4 C -0.21 1.64 0.19  -0.2850
5 N -1.16 0.56 0.25  0.1666
6 C -2.54 0.63 0.33  -0.0327
7 S -3.40 -0.54 -0.59  -0.1349
8 C -0.43 -0.53 -0.02  -0.1652
9 H 1.59 -2.42 -0.39  0.3179
10 H 2.62 -1.26 -1.17  0.3549
11 H 2.31 -1.51 0.59  0.3848
12 H 1.98 1.52 0.10  0.3965
13 H -0.51 2.65 0.37  0.4400
14 H -2.95 1.19 1.18  0.3502
15 H -0.96 -1.41 -0.27  0.3300

Orbital gap (spin up / spin down) ... 8.0 / 8.0 eV
Charge ... +1
Spin multiplicity ... 1

=====

Referenced to the most stable arrangement, the calculated values in kcal/mol are (w) 95.8; (x) 35.6; (y) 0.0.

=====

(w)
This record from the Open Molecules 2025 dataset describes a 2-piece molecular cluster, C2H9N2O overall. The level of theory is ωB97M-V/def2-TZVPD.

Last column: Mulliken charge in e.
Positions of all 14 atoms, in Å:
1 C 0.40 0.19 0.76  -0.3025
2 C 0.50 1.45 0.31  -0.1311
3 N 0.76 2.53 1.09  -0.3949
4 N 0.52 -0.89 -0.28  -0.2169
5 H 0.37 -0.16 1.78  0.3263
6 H 0.06 1.59 -0.68  0.2972
7 H 0.57 2.52 2.08  0.2040
8 H 1.28 3.31 0.74  0.2234
9 H 1.11 -1.61 0.15  0.3916
10 H 1.00 -0.49 -1.08  0.3661
11 H -0.36 -1.36 -0.53  0.2797
12 H -1.92 -3.08 -1.71  0.3182
13 H -2.54 -1.74 -1.39  0.3177
14 O -1.74 -2.25 -1.25  -0.6788

Orbital gap ... 9.6 eV
Charge ... +1
Spin multiplicity ... 1

=====

(x)
This record from the Open Molecules 2025 dataset describes an isolated ion of composition C2H9N2O and charge +1. The level of theory is ωB97M-V/def2-TZVPD.

Last column: Mulliken charge in e.
Positions of all 14 atoms, in Å:
1 N 0.34 0.53 1.50  -0.4863
2 C -0.45 -0.81 0.89  -0.2851
3 N -0.87 -0.32 -0.38  -0.3037
4 C -0.18 -0.02 -1.67  -0.2269
5 O 1.37 0.16 -1.52  -0.5636
6 H 0.81 0.26 2.35  0.3671
7 H -0.29 1.29 1.78  0.3608
8 H 1.04 0.97 0.86  0.3205
9 H -1.17 -0.87 1.76  0.3570
10 H 0.31 -1.66 0.95  0.2942
11 H -1.83 -0.83 -0.60  0.2802
12 H -0.29 -0.84 -2.39  0.2797
13 H -0.56 1.03 -1.98  0.2660
14 H 1.77 1.09 -1.54  0.3402

Orbital gap ... 10.3 eV
Charge ... +1
Spin multiplicity ... 1

=====

Referenced to the most stable arrangement, the calculated values in kcal/mol are (w) 0.0; (x) 33.1.